Molecular formula: C4H14NO2
Method: DFT, wB97M-V/def2-TZVPD

The geometry in XYZ format:
```
21
Properties=species:S:1:pos:R:3:mulliken_charge:R:1
O -2.58609 -0.41523 -2.41298 -0.646
O 1.18253 -1.00119 -1.26811 -0.555
N -0.26755 0.64184 0.13412 -0.221
C 1.74635 -0.79728 0.07265 -0.513
C 1.29343 0.56322 2.19655 -1.484
C -1.57515 1.05345 0.80740 -0.815
C 0.75995 -0.13728 1.02664 0.415
H 1.59619 -0.51900 -1.98578 0.320
H 0.12515 -1.00802 1.48142 0.196
H -3.48814 -0.75012 -2.65947 0.323
H -2.23115 1.59736 0.11202 0.324
H 1.99177 -1.78955 0.49359 0.305
H 0.69936 0.87075 3.05067 0.410
H -0.58028 0.05052 -0.73214 0.441
H -1.87529 0.14375 1.28619 0.358
H 2.65671 -0.10136 -0.04842 0.319
H 1.99760 1.33028 1.91262 0.412
H 0.15298 1.54168 -0.09023 0.395
H -1.31013 1.89184 1.62554 0.320
H 1.98882 -0.20037 2.66760 0.366
H -1.96979 -0.31194 -3.22315 0.330
```

Its net charge is +1. The orbital gap comes out at 11.846 eV. Its spin multiplicity is 1.

---

Molecular formula: C4H14NO2
Method: DFT, wB97M-V/def2-TZVPD

The geometry in XYZ format:
```
21
Properties=species:S:1:pos:R:3:mulliken_charge:R:1
O 0.42790 -0.53527 -2.89741 -0.644
O -0.23364 -2.07481 1.58597 -0.533
N -0.48174 -0.26707 -0.28646 -0.157
C 0.89426 -0.71925 0.10315 -0.533
C 0.83860 -1.15071 1.59264 -0.334
C -0.98443 1.17337 -0.38699 -0.261
C -0.64556 2.01237 0.81218 -1.253
H 0.55168 -0.22086 2.12610 0.207
H -0.86686 3.06768 0.65112 0.385
H 1.61945 0.09403 -0.13032 0.297
H 1.12391 -0.62580 -3.55945 0.314
H -2.05982 1.14210 -0.46808 0.349
H 0.41351 2.00407 1.09385 0.336
H 1.80149 -1.54632 1.92057 0.414
H 1.02127 -1.63628 -0.54489 0.314
H -0.51309 -0.68250 -1.26927 0.430
H -1.21076 -0.82945 0.14435 0.450
H 0.12703 0.37317 -3.03546 0.316
H -0.48727 1.46818 -1.31017 0.216
H -1.28775 1.73241 1.64255 0.352
H -0.04815 -2.77905 2.21600 0.336
```

Its net charge is +1. The orbital gap comes out at 11.829 eV. Its spin multiplicity is 1.

---

Molecular formula: C4H14NO2
Method: DFT, wB97M-V/def2-TZVPD

The geometry in XYZ format:
```
21
Properties=species:S:1:pos:R:3:mulliken_charge:R:1
O 2.36832 1.19968 0.26947 -0.497
O -3.19292 0.49545 -0.01928 -0.651
N -1.09080 -1.57484 0.75142 -0.181
C 1.06835 1.52684 -0.14877 -0.567
C 0.83447 -0.94900 -0.67644 -0.728
C 0.57610 0.48208 -1.13647 -0.361
C 0.41782 -1.28758 0.74435 -0.598
H -1.43318 -1.75042 1.69187 0.387
H 1.91245 -1.10596 -0.75654 0.354
H -1.63639 -0.77983 0.42130 0.180
H 0.36049 -1.70150 -1.31883 0.413
H 1.07061 0.67654 -2.08607 0.344
H 0.38671 1.55058 0.71880 0.258
H -1.29526 -2.33836 0.11400 0.369
H -3.22137 1.45263 0.05790 0.321
H 0.53790 -0.42720 1.39735 0.404
H 0.82051 -2.22405 1.11881 0.323
H 2.84841 1.93491 0.62618 0.314
H -4.13796 0.34542 0.14905 0.294
H 0.99061 2.50630 -0.62345 0.395
H -0.50133 0.66213 -1.24442 0.228
```

Its net charge is +1. The orbital gap comes out at 10.527 eV. Its spin multiplicity is 1.

---

Molecular formula: C4H14NO2
Method: DFT, wB97M-V/def2-TZVPD

The geometry in XYZ format:
```
21
Properties=species:S:1:pos:R:3:lowdin_spin:R:1
O 0.99507 -3.00966 -0.91669 0.002
O -2.16343 0.49862 2.03333 0.048
N -0.60615 -0.85527 -0.40762 0.013
C 1.48976 2.40255 -0.48829 0.108
C -1.64545 -1.38374 0.11710 0.017
C -0.20140 0.50689 -0.26367 0.167
C 1.21913 0.93100 -0.58667 0.271
H 1.41388 0.45492 -1.64481 0.169
H -2.20322 -0.07676 2.79006 0.000
H 1.95768 0.32229 -0.00400 0.032
H -2.53938 1.32198 2.32741 0.000
H 1.91599 -3.11628 -1.19195 0.000
H 2.17417 2.72433 -1.28911 0.049
H 0.85156 -3.43231 -0.06765 0.000
H 0.21611 -1.53861 -0.41752 0.001
H -0.20889 0.96562 0.76665 0.069
H 1.99317 2.55679 0.47557 0.034
H -0.87541 1.05795 -0.95722 0.013
H -2.57868 -0.85951 0.31639 0.000
H -1.80858 -2.45809 0.08785 0.001
H 0.60405 2.98730 -0.67915 0.005
```

The expectation value of S² is 0.753. Its net charge is +2. The orbital gap (spin up / spin down) comes out at 10.664 / 4.927 eV. Its spin multiplicity is 2.

---

Molecular formula: C4H14NO2S
Method: DFT, wB97M-V/def2-TZVPD

The geometry in XYZ format:
```
22
Properties=species:S:1:pos:R:3:mulliken_charge:R:1
S 2.54894 -0.19858 0.76762 -0.652
O 1.65472 -1.33205 -2.11240 -0.671
O 0.95482 -0.39548 4.06987 -0.652
N -2.35336 0.21709 -0.33120 -0.440
C -2.30040 -1.07069 -1.10242 -0.716
C -1.09636 0.66724 0.46909 -0.642
C 1.44540 1.17005 0.11097 -0.976
C 0.10642 0.82538 -0.50514 0.053
H 1.19229 -1.23409 3.69708 0.302
H -2.54269 0.99416 -0.95120 0.267
H 0.28946 -0.13806 -1.03943 0.108
H 1.20925 1.91476 0.84785 0.296
H -1.21190 1.60512 1.11090 0.283
H -0.09246 1.61212 -1.29488 0.172
H 2.09935 -1.01293 -1.28485 0.234
H -1.53923 -1.76697 -0.65599 0.268
H 2.11097 -0.92653 -2.90007 0.292
H -0.88818 -0.11867 1.19432 0.299
H -1.98922 -1.00307 -2.18630 0.230
H 1.76686 0.13309 3.72227 0.310
H -3.26452 -1.65136 -0.95923 0.274
H 1.89985 1.70947 -0.66686 0.364
```

Its net charge is -1. The orbital gap comes out at 6.876 eV. Its spin multiplicity is 1.

---

Molecular formula: C4H14NO3
Method: DFT, wB97M-V/def2-TZVPD

The geometry in XYZ format:
```
22
Properties=species:S:1:pos:R:3:mulliken_charge:R:1
O 3.94661 -0.21202 0.74498 -0.677
O 1.92341 -0.89700 -0.73872 -1.138
O 0.13899 1.07615 -1.35734 -0.544
N -1.60418 -0.36184 0.68111 0.026
C -3.01621 -0.59463 0.65362 -0.966
C -0.05684 1.55364 -0.03154 -0.683
C -1.38763 1.11897 0.54621 -0.363
C -0.94794 -1.20964 -0.28879 -0.531
H -2.11362 1.57408 -0.04235 0.324
H 0.72663 0.25210 -1.13173 0.361
H -3.44202 -0.10637 1.61460 0.309
H 3.17718 -0.55010 0.20279 0.375
H -3.62962 -0.37305 -0.32975 0.293
H 0.01175 2.68436 0.00564 0.326
H -3.20377 -1.73407 0.82031 0.307
H 0.19563 -1.08730 -0.28310 0.152
H -1.47050 1.48777 1.59025 0.279
H 0.85146 1.35381 0.60380 0.272
H -1.11973 -2.25861 0.07446 0.337
H 4.54855 -0.76447 0.29364 0.270
H 2.28970 -1.71482 -1.21704 0.102
H -1.21272 -1.17753 -1.43760 0.167
```

Its net charge is -1. The orbital gap comes out at 8.122 eV. Its spin multiplicity is 1.

---

Summary of relative energy (zero: lowest compared OMol25 entry of this formula, charge and spin) in kJ/mol
214.0, 132.9, 86.9, 253.1, 123.9, 210.6
(order as listed above)
Summary of E in eV
-9952.5430, -9953.3841, -9953.8609, -9937.7703, -20795.6513, -12006.7137
(order as listed above)